(1)
# C19H22N2PS2

A gas-phase ion, C19H22N2PS2 (charge +1) at a distorted geometry (ωB97M-V/def2-TZVPD, the Open Molecules 2025 dataset).

Output
SMILES: C=Cc1[nH+]cc2ccc(CCCCn3cccc3)c([PH2]=S)c2c1S
LUMO energy: -4.4 eV
charge: +1

Element x y z (Å)
C1 1.081 0.097 5.252
C2 0.368 1.055 4.613
C3 0.461 1.272 3.144
N1 1.579 1.925 2.757
C4 1.816 2.230 1.495
C5 0.913 1.868 0.506
C6 1.241 2.210 -0.830
C7 0.360 1.877 -1.799
C8 -0.842 1.187 -1.512
C9 -1.679 0.937 -2.750
C10 -1.056 -0.156 -3.647
C11 -0.968 -1.554 -2.984
C12 0.479 -2.065 -2.808
N2 0.912 -1.952 -1.423
C13 1.906 -1.185 -0.893
C14 1.962 -1.350 0.466
C15 0.931 -2.287 0.786
C16 0.316 -2.622 -0.393
C17 -1.191 0.804 -0.219
P1 -2.773 -0.100 -0.056
S1 -4.202 1.083 0.539
C18 -0.284 1.172 0.840
C19 -0.505 0.887 2.236
S2 -1.894 0.096 2.989
H1 1.019 -0.944 4.940
H2 1.736 0.343 6.081
H3 -0.292 1.735 5.152
H4 2.253 2.188 3.467
H5 2.729 2.733 1.213
H6 2.159 2.724 -1.078
H7 0.594 2.137 -2.823
H8 -2.735 0.797 -2.544
H9 -1.615 1.873 -3.312
H10 -1.577 -0.162 -4.602
H11 -0.040 0.184 -3.862
H12 -1.463 -1.584 -2.022
H13 -1.429 -2.252 -3.683
H14 1.176 -1.558 -3.472
H15 0.527 -3.117 -3.088
H16 2.500 -0.570 -1.550
H17 2.659 -0.885 1.143
H18 0.679 -2.662 1.764
H19 -0.502 -3.322 -0.450
H20 -3.117 -0.685 -1.279
H21 -2.612 -1.191 0.811
H22 -1.583 -1.211 2.885



(2)
# C17H22N4O3S

C17H22N4O3S in the gas phase at a distorted geometry (ωB97M-V/def2-TZVPD, the Open Molecules 2025 dataset).

Output
relative energy (zero: lowest compared OMol25 entry of this formula, charge and spin): 179.2 kJ/mol
SMILES: Cc1ccccc1CNC(=O)Cn1cnc(S(=O)(=O)N2CCCC2)c1
LUMO energy: 0.4 eV

Element x y z (Å)
C1 -0.340 2.625 0.476
C2 -1.603 2.018 1.009
C3 -2.612 1.682 0.112
C4 -3.809 1.144 0.546
C5 -4.024 0.941 1.898
C6 -3.029 1.266 2.801
C7 -1.822 1.807 2.373
C8 -0.736 2.031 3.396
N1 0.141 0.867 3.369
C9 1.458 0.931 3.122
O1 2.125 1.939 3.165
C10 2.055 -0.421 2.666
N2 1.797 -0.514 1.252
C11 2.627 -0.128 0.251
N3 2.041 -0.156 -0.914
C12 0.768 -0.565 -0.674
S1 -0.550 -0.626 -1.878
O2 -0.757 0.694 -2.396
O3 -1.634 -1.267 -1.191
N4 -0.110 -1.605 -3.138
C13 0.313 -2.938 -2.743
C14 1.777 -3.095 -3.198
C15 2.191 -1.695 -3.664
C16 0.859 -1.066 -4.071
C17 0.595 -0.786 0.664
H1 -0.214 2.346 -0.568
H2 -0.403 3.713 0.532
H3 0.543 2.317 1.028
H4 -2.438 1.823 -0.943
H5 -4.569 0.879 -0.172
H6 -4.956 0.523 2.249
H7 -3.189 1.102 3.858
H8 -0.123 2.907 3.183
H9 -1.167 2.134 4.397
H10 -0.339 -0.017 3.290
H11 3.134 -0.411 2.833
H12 1.601 -1.264 3.191
H13 3.645 0.160 0.415
H14 -0.339 -3.674 -3.222
H15 0.192 -3.033 -1.661
H16 2.411 -3.461 -2.393
H17 1.832 -3.803 -4.026
H18 2.901 -1.726 -4.488
H19 2.622 -1.127 -2.840
H20 0.843 0.020 -4.002
H21 0.569 -1.371 -5.082
H22 -0.275 -1.120 1.188



(3)
# B5CaH20

A molecular structure, B5CaH20 at a distorted geometry (ωB97M-V/def2-TZVPD, the Open Molecules 2025 dataset).

Output
relative energy (zero: lowest compared OMol25 entry of this formula, charge and spin): 3305.2 kJ/mol
LUMO energy: 8.6 eV
charge: -3

Element x y z (Å)
Ca1 -0.275 0.045 -0.080
B1 -1.651 1.192 -0.271
H1 -1.721 0.182 -0.646
H2 -0.986 1.204 0.579
H3 -1.278 1.888 -1.006
H4 -2.647 1.510 -0.003
B2 -0.267 -1.519 -1.023
H5 0.694 -1.208 -0.643
H6 -0.753 -0.611 -1.344
H7 -0.142 -2.239 -1.818
H8 -0.882 -1.880 -0.213
B3 -0.524 -0.575 1.500
H9 0.094 -1.313 1.012
H10 -0.026 0.380 1.547
H11 -1.439 -0.434 0.945
H12 -0.790 -0.875 2.502
B4 0.712 1.245 -1.156
H13 0.306 2.116 -1.645
H14 0.586 1.362 -0.090
H15 0.166 0.373 -1.482
H16 1.766 1.192 -1.382
B5 1.809 -0.405 0.954
H17 1.321 -1.338 0.717
H18 1.986 -0.346 2.017
H19 2.768 -0.318 0.466
H20 1.172 0.372 0.561



(4)
# C9H16O4SScTe4

A molecular structure, C9H16O4SScTe4 (ωB97M-V/def2-TZVPD, the Open Molecules 2025 dataset).

Output
<S²>: 0.754
relative energy (zero: lowest compared OMol25 entry of this formula, charge and spin): 2.2 kJ/mol
LUMO energy (alpha / beta): -0.3 / -0.3 eV
2S+1: 2

Element x y z (Å)
Sc1 -0.690 -0.826 0.044
C1 1.291 1.400 1.401
C2 1.865 1.566 0.001
O1 1.154 0.675 -0.840
C3 1.788 0.380 -2.072
C4 0.909 -0.659 -2.762
O2 -0.456 -0.451 -2.419
C5 -1.039 0.737 -2.942
C6 -2.217 1.030 -2.048
O3 -1.747 1.101 -0.702
C7 -1.370 2.386 -0.234
C8 -1.009 2.192 1.221
O4 -0.101 1.103 1.364
H1 1.469 2.295 2.004
H2 1.750 0.541 1.885
H3 2.929 1.313 0.018
H4 1.757 2.588 -0.383
H5 2.786 -0.035 -1.900
H6 1.891 1.303 -2.656
H7 1.138 -1.659 -2.398
H8 1.046 -0.626 -3.847
H9 -1.360 0.574 -3.975
H10 -0.320 1.561 -2.924
H11 -2.937 0.210 -2.061
H12 -2.724 1.956 -2.325
H13 -2.216 3.073 -0.321
H14 -0.531 2.775 -0.821
H15 -1.904 1.904 1.775
H16 -0.588 3.104 1.652
Te1 -1.104 -3.506 1.425
Te2 -1.750 -3.275 -1.138
Te3 -4.330 -0.783 0.526
Te4 -2.495 -1.208 2.398
S1 2.744 -2.066 0.694
C9 1.250 -1.651 0.462



(5)
# C4H8O2

C4H8O2 in the gas phase (ωB97M-V/def2-TZVPD, the Open Molecules 2025 dataset).

Output
relative energy (zero: lowest compared OMol25 entry of this formula, charge and spin): 525.8 kJ/mol
LUMO energy: 0.6 eV

Element x y z (Å)
O1 0.825 -1.114 -1.615
C1 0.243 -0.101 -0.919
C2 -1.269 -0.053 -0.674
C3 -0.928 0.111 0.804
O2 0.467 -0.219 0.536
C4 1.526 0.963 0.976
H1 0.461 -1.954 -1.302
H2 0.697 0.843 -1.224
H3 -1.762 -0.997 -0.917
H4 -1.786 0.786 -1.139
H5 -1.368 -0.596 1.512
H6 -0.969 1.137 1.177
H7 1.435 0.821 2.069
H8 2.427 0.371 0.715



Copy entry 1 word for word.
# C19H22N2PS2

A gas-phase ion, C19H22N2PS2 (charge +1) at a distorted geometry (ωB97M-V/def2-TZVPD, the Open Molecules 2025 dataset).

Output
SMILES: C=Cc1[nH+]cc2ccc(CCCCn3cccc3)c([PH2]=S)c2c1S
LUMO energy: -4.4 eV
charge: +1

Element x y z (Å)
C1 1.081 0.097 5.252
C2 0.368 1.055 4.613
C3 0.461 1.272 3.144
N1 1.579 1.925 2.757
C4 1.816 2.230 1.495
C5 0.913 1.868 0.506
C6 1.241 2.210 -0.830
C7 0.360 1.877 -1.799
C8 -0.842 1.187 -1.512
C9 -1.679 0.937 -2.750
C10 -1.056 -0.156 -3.647
C11 -0.968 -1.554 -2.984
C12 0.479 -2.065 -2.808
N2 0.912 -1.952 -1.423
C13 1.906 -1.185 -0.893
C14 1.962 -1.350 0.466
C15 0.931 -2.287 0.786
C16 0.316 -2.622 -0.393
C17 -1.191 0.804 -0.219
P1 -2.773 -0.100 -0.056
S1 -4.202 1.083 0.539
C18 -0.284 1.172 0.840
C19 -0.505 0.887 2.236
S2 -1.894 0.096 2.989
H1 1.019 -0.944 4.940
H2 1.736 0.343 6.081
H3 -0.292 1.735 5.152
H4 2.253 2.188 3.467
H5 2.729 2.733 1.213
H6 2.159 2.724 -1.078
H7 0.594 2.137 -2.823
H8 -2.735 0.797 -2.544
H9 -1.615 1.873 -3.312
H10 -1.577 -0.162 -4.602
H11 -0.040 0.184 -3.862
H12 -1.463 -1.584 -2.022
H13 -1.429 -2.252 -3.683
H14 1.176 -1.558 -3.472
H15 0.527 -3.117 -3.088
H16 2.500 -0.570 -1.550
H17 2.659 -0.885 1.143
H18 0.679 -2.662 1.764
H19 -0.502 -3.322 -0.450
H20 -3.117 -0.685 -1.279
H21 -2.612 -1.191 0.811
H22 -1.583 -1.211 2.885